[1]
14
Properties=species:S:1:pos:R:3:forces:R:3 method="wB97M-V/def2-TZVPD" de_lowest_kcal_mol=48.9 homo_ev=-9.10 homo_lumo_gap_ev=9.730 charge=0 smiles="O=CS[C@@H]1CC=CO1"
S 1.80106 -0.91963 -0.88171 1.7 -1.0 -1.4
H -2.11956 0.44265 1.64048 1.3 -0.1 -1.4
H 1.68995 0.73454 0.83808 1.6 0.3 -0.4
C 1.06522 0.22071 0.14334 -1.7 2.0 2.0
H 0.58180 -0.32667 2.13216 -1.1 0.5 -0.6
C 0.31457 -1.14740 -1.76653 0.3 -1.2 -2.3
O 0.37981 1.28395 -0.57776 -1.0 -0.4 0.6
O 0.22087 -1.65537 -2.86047 0.3 0.2 0.9
C -1.22562 0.43567 0.93671 0.9 2.0 -0.6
H 0.04885 -1.45040 1.05320 -0.9 -0.7 -0.6
C -0.89930 1.39216 -0.01543 1.9 -4.4 2.5
H -0.52652 -0.74609 -1.26615 -1.2 0.4 0.7
H -1.39471 2.11595 -0.50544 -2.1 2.4 -1.1
C 0.06358 -0.38006 1.12954 0.0 0.0 1.7

[2]
14
Properties=species:S:1:pos:R:3:forces:R:3 method="wB97M-V/def2-TZVPD" de_lowest_kcal_mol=37.9 homo_ev=-9.66 homo_lumo_gap_ev=9.836 charge=0 smiles="C/C=C/OC(=O)C=O"
H 0.79489 -1.08137 -0.29169 -1.3 0.3 -0.7
O 2.47336 -0.30608 0.83344 0.0 -0.7 -0.1
O 2.08526 1.98374 3.11260 0.3 -0.8 -0.5
H -1.83231 0.61982 -0.61875 0.0 0.1 0.2
H 1.49593 2.68071 1.40546 -0.7 2.3 -1.6
H -2.28027 -1.13693 -2.51304 -0.6 0.6 -0.4
H -0.99725 -2.01094 -1.86774 0.1 -1.0 0.2
H -2.60407 -1.91935 -0.89638 1.1 0.3 -1.3
C 0.00103 -0.29324 -0.29493 0.2 -1.3 0.0
C -1.84060 -1.41256 -1.57985 0.0 0.2 2.1
C 1.81896 1.86973 1.95017 0.2 -2.6 1.1
C 1.67015 0.53787 1.03935 0.2 2.7 1.6
C -1.23752 -0.27014 -0.76869 0.1 -0.3 -0.9
O 0.45242 0.73873 0.49004 0.4 0.1 0.2

[3]
14
Properties=species:S:1:pos:R:3:forces:R:3 method="wB97M-V/def2-TZVPD" de_lowest_kcal_mol=23.5 homo_ev=-7.19 homo_lumo_gap_ev=7.756 charge=0 smiles=Cc1cc(O)oc1O
H -1.59978 -2.20752 0.07569 -0.1 -0.1 0.0
H -2.35777 -0.83471 0.89791 -0.1 -0.1 0.0
O -1.18510 1.96939 0.13583 0.1 0.0 -0.3
C 1.65456 0.13017 -0.01846 0.5 -1.7 -1.3
O 2.98619 0.17537 0.16861 0.1 0.3 -0.3
C 0.81935 -0.95056 -0.09705 1.4 1.1 0.8
C -0.30876 0.95875 -0.06490 -0.8 -1.0 -0.5
C -1.78399 -1.13791 0.02330 0.0 0.2 0.1
H -0.74085 2.81097 -0.01990 0.0 0.0 0.0
O 1.01464 1.30045 -0.25952 -0.6 -0.3 1.9
H -2.38260 -0.92446 -0.86143 -0.1 -0.1 0.0
H 3.27761 1.09421 0.10608 0.0 -0.1 0.0
C -0.49023 -0.40102 -0.03282 -0.6 1.9 -0.4
H 1.09675 -1.98313 -0.05334 0.1 -0.2 0.1

[4]
14
Properties=species:S:1:pos:R:3:forces:R:3 method="wB97M-V/def2-TZVPD" de_lowest_kcal_mol=132.6 homo_ev=-9.00 homo_lumo_gap_ev=9.928 charge=0
C 1.15185 0.60158 -0.73680 1.0 -0.6 -0.2
O 0.10755 1.18048 0.00993 2.2 0.5 0.2
C -1.38026 -0.96098 -0.63008 -0.7 1.7 0.5
O -0.62897 -0.61406 -1.84569 -0.4 -1.6 3.5
C 0.74454 -0.37426 -1.58640 1.3 1.9 -2.9
C 0.29567 0.65742 1.35373 2.5 6.9 1.4
H 1.41401 -0.58362 -2.54352 -1.5 -0.2 2.4
O 0.33629 -0.64305 1.21362 -2.5 -2.6 0.3
H -0.48663 1.22648 2.07361 1.2 -1.9 -1.7
H -2.53789 -1.00155 -0.74494 2.4 -0.1 -0.5
C -1.03012 -0.87789 0.69102 0.1 -0.1 -0.1
H 1.38442 1.24245 1.68973 -2.6 -2.4 -0.5
H 2.38779 0.77610 -0.50113 -3.9 -0.2 -0.6
H -1.75825 -0.62911 1.55692 0.8 -1.2 -1.9

[5]
14
Properties=species:S:1:pos:R:3:forces:R:3 method="wB97M-V/def2-TZVPD" de_lowest_kcal_mol=90.3 homo_ev=-9.09 homo_lumo_gap_ev=8.850 charge=0 smiles="C=C(C=O)C(=O)OC"
H -2.32697 -0.63200 0.48982 0.0 0.0 0.2
O -0.88734 -2.03362 0.31549 0.0 0.1 -0.1
O 1.39927 0.27330 -0.12791 1.7 -0.5 -1.8
C -1.18479 1.38079 -0.64666 0.5 -0.8 0.2
C -0.54868 0.20102 -0.45177 -3.0 -1.3 -3.0
H -0.71533 2.19385 -1.17207 0.0 0.0 -0.3
H 1.28367 -1.36501 1.17806 0.0 0.2 0.0
H 2.59277 -0.19059 1.43777 0.1 -0.1 0.1
C -1.30467 -0.91132 0.18065 -0.1 0.2 0.1
H 0.93465 0.25290 1.88255 0.0 -0.1 -0.1
O 0.86617 -0.11381 -2.51535 0.4 -1.0 0.7
C 1.54656 -0.30267 1.16244 0.2 -0.4 -0.1
C 0.55509 -0.25606 -1.40154 0.1 3.5 3.5
H -2.21041 1.50324 -0.33148 0.1 0.1 0.6

[6]
14
Properties=species:S:1:pos:R:3:forces:R:3 method="wB97M-V/def2-TZVPD" de_lowest_kcal_mol=150.0 homo_ev=-9.25 homo_lumo_gap_ev=9.034 charge=0
C -0.74149 -0.36657 -0.34514 2.3 -0.1 -0.3
H -3.20776 1.66896 -0.17293 0.3 -3.4 0.4
H 1.55673 1.64443 0.29348 0.2 -1.2 -0.3
O 3.00949 0.11558 -0.55980 -2.2 0.3 0.5
C 1.68456 0.55374 0.10401 2.7 -3.2 0.2
H 2.32778 -1.55037 0.90494 2.5 3.6 -0.1
H 1.02727 -1.17632 -1.18759 -0.7 1.0 2.0
O -3.30892 -0.75695 0.28784 2.9 9.0 -2.6
C -2.76323 0.53361 -0.00410 -2.8 -4.5 3.3
C 2.88202 -0.34621 0.76322 -2.6 0.2 -0.6
O -1.43477 0.70304 0.11874 -1.4 2.0 0.5
H 3.72496 0.17910 1.34462 -1.7 -1.5 0.0
C 0.61073 -0.43749 -0.39174 -0.5 0.4 -1.9
H -1.59094 -0.88158 -0.71418 1.1 -2.7 -1.1

[7]
14
Properties=species:S:1:pos:R:3:forces:R:3 method="wB97M-V/def2-TZVPD" de_lowest_kcal_mol=51.0 homo_ev=-9.72 homo_lumo_gap_ev=8.909 charge=0 smiles="CC(=O)C(=O)[C@@H]1CO1"
H 2.51962 0.72413 1.30107 0.0 0.0 0.2
C -2.55026 0.07487 -0.34669 0.3 2.1 1.0
H -2.36093 1.15634 -0.32304 -0.7 -0.2 -0.2
H 2.48849 1.26030 -0.42538 -0.4 -1.2 1.4
O 1.27623 -1.62061 -0.08190 -0.7 -3.2 -0.5
C 1.19625 -0.45546 0.03465 2.6 2.4 0.7
O -2.27608 -0.52651 0.90323 0.4 0.3 1.4
O -0.13922 1.49195 0.03391 0.2 -0.9 0.0
C 2.44615 0.34546 0.28847 1.4 1.6 -2.5
H -1.11662 -1.62700 -0.51266 -0.1 0.8 0.5
C -0.08870 0.28049 -0.01508 -1.6 0.7 0.3
C -1.31265 -0.61185 -0.10185 0.9 -1.9 -1.6
H -3.45669 -0.28211 -0.71385 -0.9 -0.7 -1.4
H 3.37439 -0.21001 -0.04087 -1.2 0.1 0.9

[8]
13
Properties=species:S:1:pos:R:3:forces:R:3 method="wB97M-V/def2-TZVPD" de_lowest_kcal_mol=84.0 homo_ev=-8.74 homo_lumo_gap_ev=8.236 charge=0 smiles="C=CO/C=C/C=S"
C 0.15170 -2.27424 -0.72990 -2.9 -2.1 -4.1
H -0.44192 -3.32581 -1.05565 1.8 2.8 2.0
C 0.44160 -1.78741 0.44212 -0.1 -1.2 2.0
C 0.76032 0.61837 0.43672 4.5 0.2 3.4
H 1.50644 1.22676 0.97704 -0.5 0.0 -0.4
C -0.25500 1.16166 -0.12982 -5.5 -3.0 -2.1
C -0.88455 2.49207 0.04507 2.7 -0.7 -1.0
H 0.11960 -1.69362 -1.68545 0.9 -0.2 1.1
H 0.24027 -2.32630 1.38454 0.2 0.0 -0.7
H -1.94473 2.54679 -0.05468 -0.7 -0.1 0.2
H -0.90836 0.22949 -0.54401 0.7 2.6 0.7
O 1.15718 -0.66878 0.76051 -0.7 1.2 -1.3
S 0.05743 3.80103 0.15352 -0.4 0.4 0.3

[9]
14
Properties=species:S:1:pos:R:3:forces:R:3 method="wB97M-V/def2-TZVPD" de_lowest_kcal_mol=83.7 homo_ev=-9.16 homo_lumo_gap_ev=9.722 charge=0
H -1.96598 0.14470 -0.53375 -5.0 0.6 -2.4
C 0.82425 -1.20357 0.42853 0.9 -0.4 2.5
H -0.34638 1.93402 0.07014 -0.7 1.7 0.8
S -0.98462 0.25742 1.79030 0.9 0.0 -0.8
C 0.01962 1.03460 -0.27702 0.5 -3.7 1.0
H 0.10708 2.56804 -1.82407 1.0 -0.8 -0.6
S 0.84342 1.38572 -1.84470 -1.1 1.0 0.3
C -0.46512 -1.32877 -0.06740 -1.5 -2.0 -2.9
H -1.03644 -2.18410 -0.11742 -1.3 -1.8 0.9
C 0.73034 0.28494 0.93116 1.0 0.8 -0.7
O 0.63097 -1.53038 -0.95209 1.5 1.3 -0.3
C -1.13030 -0.06806 -0.09032 4.5 3.0 3.1
H 1.63940 0.74876 1.40297 -1.1 -0.5 -0.2
H 1.13375 -2.04332 1.08368 0.5 0.9 -0.5

[10]
13
Properties=species:S:1:pos:R:3:forces:R:3 method="wB97M-V/def2-TZVPD" de_lowest_kcal_mol=7.3 homo_ev=-9.29 homo_lumo_gap_ev=9.897 charge=0 smiles="C#CC=C=CO[SiH3]"
C -1.69859 -1.44677 -0.93916 0.8 1.1 0.3
C -0.33681 -1.60168 -0.50087 0.2 -2.4 0.0
H 2.00052 0.34401 -1.71316 -0.7 0.7 0.8
H 1.50882 0.38923 2.39499 0.7 0.1 0.6
C 0.48985 -0.62672 -0.74402 0.6 0.8 1.1
O 1.63419 1.30577 0.10543 -0.1 0.6 -0.7
C -2.62898 -0.76835 -1.29143 2.5 -2.0 1.0
Si 0.92884 1.43764 1.57609 -1.7 -3.0 0.0
H -0.50519 1.00391 1.67724 0.2 0.1 -0.5
C 1.31261 0.38879 -0.82988 1.2 -1.6 -1.6
H 0.81279 2.74493 1.92526 0.6 2.6 0.9
H -3.54856 -0.55962 -1.57467 -3.7 1.3 -1.2
H 0.03050 -2.61114 -0.08582 -0.6 1.8 -0.6

[11]
12
Properties=species:S:1:pos:R:3:forces:R:3 method="wB97M-V/def2-TZVPD" de_lowest_kcal_mol=3.7 homo_ev=-8.60 homo_lumo_gap_ev=9.548 charge=0 smiles=Cc1cccs1
C -0.04593 -0.97763 0.14806 2.4 2.2 -3.5
C 1.13109 -1.63107 -0.41727 0.2 -0.4 0.1
H -0.62997 1.95448 0.90963 0.8 0.7 0.8
C 1.81721 -0.85460 -1.29038 0.2 0.5 -1.0
H 1.50422 -2.65434 -0.25029 -0.5 0.7 0.4
H -1.61183 2.01371 -0.51463 -0.1 -0.1 -0.2
C -0.27383 0.26660 -0.35317 1.8 1.0 -1.6
H -1.96506 0.83424 0.78945 0.1 0.4 -0.2
C -1.17322 1.35992 0.23073 -0.3 -2.0 -1.0
H -0.64919 -1.13656 0.93192 -1.8 -1.8 2.9
S 1.04624 0.65726 -1.70872 -1.7 -1.0 2.8
H 2.77500 -1.04875 -1.82366 -1.1 -0.3 0.5

[12]
13
Properties=species:S:1:pos:R:3:forces:R:3 method="wB97M-V/def2-TZVPD" de_lowest_kcal_mol=101.7 homo_ev=-8.69 homo_lumo_gap_ev=8.604 charge=0
C 1.05300 -0.68295 1.92376 -1.2 -0.6 -0.3
C -2.02506 0.86279 -2.95257 -0.8 -1.5 0.8
S -0.71392 -0.41092 2.17799 -0.6 -0.1 -0.3
H 1.17629 -1.72293 1.56796 0.1 0.4 0.3
C 0.53600 0.67214 -0.22585 -0.9 -1.6 -0.7
S -1.01376 0.20775 0.06888 2.0 0.7 1.9
H 2.49059 -0.30419 0.40364 -2.0 1.6 0.1
H 1.84011 1.22191 1.06060 0.9 1.4 1.2
C 1.51612 0.25497 0.80776 2.0 -1.9 -1.2
H -2.09506 -1.12370 -1.92595 -0.3 -0.6 0.2
H 1.51226 -0.57947 2.90858 0.2 0.2 -0.3
C -2.20033 -0.17470 -2.35711 0.6 1.3 -1.6
H -2.07624 1.77930 -3.45768 0.2 0.6 -0.3